Formula: C14H42Fe2NO17
Source: OMol25
Level of theory: ωB97M-V with the def2-TZVPD basis set

Summary:
calculated total energy: -120225.7205 eV
spin multiplicity: 9
energy relative to the best compared isomer or geometry (same formula, charge and spin): 349.9 kcal per mole
orbital gap (alpha / beta): 5.7 / 1.0 eV
total charge: +3
highest occupied orbital energy (alpha / beta): -14.157 / -14.157 eV

Element x y z (Å)
Fe 2.59075 4.77840 0.92921
Fe 0.95462 -3.71603 -2.75426
N -0.97338 0.26503 0.83879
O -0.14811 1.17957 0.93094
O -2.09925 0.37099 1.29332
O -0.58946 -0.63150 0.16271
C 0.85191 8.96542 -0.08807
C 2.04766 9.38018 0.77260
O 3.10936 8.43760 0.86281
O 0.49366 7.58954 0.01417
H 1.12183 9.08153 -1.13772
H -0.02626 9.54537 0.19581
H 1.67328 9.56217 1.77998
H 2.48672 10.34470 0.51760
H 3.81281 8.87175 1.35094
H -0.42837 7.49584 -0.23619
C 4.09469 3.65126 5.13994
C 5.50423 3.76097 4.47992
O 5.37808 3.51413 3.07837
O 3.16098 4.52776 4.59953
H 4.28906 3.89706 6.18392
H 3.70543 2.63838 5.24313
H 6.06178 2.94319 4.93651
H 6.10656 4.61533 4.78875
H 6.19623 3.12926 2.75572
H 2.63625 4.87013 5.32689
C -0.64324 -0.51921 -6.09944
C 0.80025 -0.37507 -6.47111
O 1.65683 -1.01057 -5.48969
O -0.97802 -1.67474 -5.42107
H -1.28732 -0.32613 -6.95733
H -0.86260 0.37445 -5.51519
H 1.08382 0.67706 -6.44454
H 0.93906 -0.70643 -7.50020
H 2.49116 -0.62246 -5.76328
H -1.86793 -1.87378 -5.72115
C -6.28332 4.55070 -0.36425
C -6.88732 4.52774 1.05010
O -6.08617 4.21410 2.18376
O -5.38470 5.65889 -0.49336
H -7.05371 4.65277 -1.12858
H -5.73859 3.64819 -0.64145
H -7.77280 3.89304 1.01565
H -7.29085 5.49367 1.35382
H -5.37218 3.62270 1.93462
H -5.73701 6.40093 -0.99019
C 5.80809 -3.07574 2.23173
C 5.54937 -2.77784 0.79407
O 4.82582 -3.87325 0.26813
O 4.62854 -2.92668 2.95418
H 6.61042 -2.43831 2.60329
H 6.13497 -4.08364 2.48742
H 6.43561 -2.78538 0.15955
H 5.07736 -1.83473 0.51867
H 5.24116 -4.73820 0.23709
H 4.86521 -2.90896 3.88438
C -0.03069 -7.98890 -4.22223
C -0.60334 -8.04199 -2.83714
O -1.04532 -6.76931 -2.38839
O 1.05977 -7.04522 -4.24326
H -0.78618 -7.56873 -4.88615
H 0.19580 -8.99589 -4.57264
H 0.01987 -8.57245 -2.11719
H -1.39147 -8.78943 -2.92807
H -1.59399 -6.89328 -1.61045
H 1.51755 -7.18016 -5.07622
C -5.45966 -6.77144 2.65575
C -5.09747 -5.29473 2.65546
O -5.39342 -4.60819 1.49791
O -4.57573 -7.56026 1.87231
H -6.46551 -6.88767 2.25219
H -5.46339 -7.24300 3.63846
H -4.04852 -5.09190 2.87145
H -5.60599 -4.84280 3.50708
H -5.09709 -3.69518 1.51198
H -5.04836 -8.39051 1.77793

Force components x, y, z for each atom (eV/Å):
0.2552 0.5172 0.4098
-0.1256 -0.4582 -0.3727
-2.5221 1.4649 0.5179
0.7334 1.0505 0.6326
1.0055 -0.0955 0.0427
0.7921 -2.4135 -1.2044
0.7957 -0.0558 -0.9937
-0.3542 0.2008 1.4804
-0.3181 -0.7255 -0.5525
0.3340 -0.9741 0.9023
-0.1738 0.6113 -0.1060
0.3202 0.4619 -0.1519
-0.1947 -0.1993 0.3115
-0.4727 0.0969 -0.8071
0.1444 -0.0549 -0.0001
0.0596 0.1234 -0.0141
2.0465 0.1025 1.0559
-1.1030 -1.6988 0.6605
-0.0857 0.5158 -0.1005
-0.7613 0.6301 -0.7433
0.0492 0.3157 0.2416
0.1509 -0.3054 -0.8491
0.0383 -0.3451 0.0089
-0.5710 0.6869 -0.5745
0.1009 0.0518 -0.0135
-0.1174 0.1407 -0.1110
-0.3095 2.4796 -0.0023
0.3874 -0.1804 -0.0053
-0.3735 0.2341 -0.8702
-0.2861 -1.0657 0.2409
0.2009 -0.4692 -0.4696
-0.2060 -0.0128 0.8123
-0.4015 0.2118 -0.2622
0.5336 -0.5693 0.1126
0.5682 -0.4095 0.4844
-0.0497 -0.4555 0.2374
1.2214 0.8395 -1.8053
1.0840 1.4110 2.2658
-1.1652 0.5943 -2.0419
-0.3323 -1.4881 1.1716
-0.4887 -0.0733 0.4518
0.1807 -0.1471 0.5366
-0.4132 -0.8137 -0.1906
-0.3003 0.2394 -0.1470
0.5426 -0.8026 0.0130
-0.5144 0.2708 -0.2321
0.9973 0.5576 0.8326
1.3885 -2.2075 -1.2726
-2.5851 0.0888 -1.1063
-1.1445 0.8264 0.6328
0.0619 0.4527 0.1169
0.4839 -0.3611 -1.1055
0.8338 0.4595 0.6567
-0.6030 -0.2055 0.6560
0.6968 0.4587 0.3963
-0.2001 -0.0576 0.1181
-0.2679 1.4012 0.2103
-0.2680 -1.3559 -0.0268
0.2547 0.1436 -0.2116
0.2140 -0.4674 0.0225
-0.3063 -0.2026 -0.0791
0.4640 0.0523 0.1301
0.7649 0.6039 0.1101
-0.8283 0.3420 -0.0371
-0.0911 -0.0718 0.0807
0.1990 0.1017 -0.0772
-0.0360 -0.0492 -0.5621
0.8921 0.0773 1.9565
-1.0165 0.0419 -2.0634
0.1306 0.1797 -0.3828
-0.2619 0.2781 -0.0126
-0.0426 0.7710 0.4908
0.4278 -0.7605 0.2195
-0.4417 -0.0561 0.2209
0.0658 -0.2117 0.3695
0.3133 -0.2672 -0.2529

Just the Mulliken charges please, in e? Sure, here they are: number 1, Fe, carries 0.96; number 2, Fe, carries 0.96; number 3, N, carries 1.19; number 4, O, carries -0.34; number 5, O, carries -0.46; number 6, O, carries -0.40; number 7, C, carries -0.34; number 8, C, carries -0.46; number 9, O, carries -0.51; number 10, O, carries -0.51; number 11, H, carries 0.26; number 12, H, carries 0.33; number 13, H, carries 0.29; number 14, H, carries 0.35; number 15, H, carries 0.32; number 16, H, carries 0.29; number 17, C, carries -0.45; number 18, C, carries -0.38; number 19, O, carries -0.52; number 20, O, carries -0.50; number 21, H, carries 0.32; number 22, H, carries 0.31; number 23, H, carries 0.29; number 24, H, carries 0.32; number 25, H, carries 0.31; number 26, H, carries 0.32; number 27, C, carries -0.45; number 28, C, carries -0.37; number 29, O, carries -0.51; number 30, O, carries -0.48; number 31, H, carries 0.36; number 32, H, carries 0.22; number 33, H, carries 0.30; number 34, H, carries 0.30; number 35, H, carries 0.31; number 36, H, carries 0.33; number 37, C, carries -0.37; number 38, C, carries -0.19; number 39, O, carries -0.21; number 40, O, carries -0.35; number 41, H, carries 0.35; number 42, H, carries 0.32; number 43, H, carries 0.35; number 44, H, carries 0.32; number 45, H, carries 0.39; number 46, H, carries 0.37; number 47, C, carries -0.28; number 48, C, carries -0.42; number 49, O, carries -0.55; number 50, O, carries -0.51; number 51, H, carries 0.30; number 52, H, carries 0.28; number 53, H, carries 0.31; number 54, H, carries 0.25; number 55, H, carries 0.31; number 56, H, carries 0.32; number 57, C, carries -0.42; number 58, C, carries -0.46; number 59, O, carries -0.50; number 60, O, carries -0.51; number 61, H, carries 0.28; number 62, H, carries 0.36; number 63, H, carries 0.35; number 64, H, carries 0.33; number 65, H, carries 0.30; number 66, H, carries 0.30; number 67, C, carries -0.43; number 68, C, carries -0.38; number 69, O, carries -0.52; number 70, O, carries -0.52; number 71, H, carries 0.30; number 72, H, carries 0.34; number 73, H, carries 0.30; number 74, H, carries 0.30; number 75, H, carries 0.29; number 76, H, carries 0.31